DFT (ωB97M-V/def2-TZVPD) results for a 3-piece molecular cluster, C48H57BrF2N2O7 overall.

Values from the calculation:
E_HOMO in Eh: -0.333
Calculated total energy in hartree: -5273.17005
M in g mol⁻¹: 891.89
Frontier orbital gap in eV: 7.917

ORCA input file:
```
! RIJCOSX wB97M-V def2-TZVPD def2/J DEFGRID3
* xyz 0 1
C 0.0478 -3.9733 2.0531
C -0.1606 -2.8523 1.0346
C 0.8886 -1.7366 1.1237
C 1.1370 -0.9556 -0.1784
C 2.5531 -1.0862 -0.7639
C 2.9940 0.1597 -1.5388
C 2.3814 0.1854 -2.9390
C 2.4533 1.4784 -3.7743
C 2.2783 2.7471 -2.9125
C 3.4655 3.2929 -2.1202
O 2.9515 4.0347 -1.0214
C 3.7744 3.9894 0.1264
C 5.0831 4.7542 -0.0408
O 1.3775 1.4342 -4.7349
C 0.0654 1.6430 -4.2554
C -0.9759 1.1343 -5.2531
C -0.4175 0.4213 -6.4642
F -1.7200 2.2438 -5.7043
C 3.7008 1.5668 -4.7243
F 3.7176 2.8781 -5.1902
C 3.6001 0.6838 -5.9677
C 4.6700 0.9671 -7.0261
O 4.2708 1.9964 -7.9176
N 4.9558 1.3604 -3.9395
Br 6.3202 2.5976 -4.3114
C 5.5442 0.0211 -3.9598
N 6.4846 -0.1540 -2.8690
C 6.4364 -1.4540 -2.2245
H 0.4666 -3.5796 2.9838
H -0.8847 -4.4802 2.3035
H 0.7480 -4.7247 1.6775
H -1.1586 -2.4293 1.1811
H -0.1538 -3.2581 0.0170
H 0.5805 -1.0247 1.8971
H 1.8302 -2.1722 1.4794
H 0.9218 0.1050 -0.0252
H 0.4011 -1.2855 -0.9196
H 2.5740 -1.9491 -1.4421
H 3.2749 -1.3024 0.0297
H 4.0807 0.2432 -1.5664
H 2.6289 1.0362 -0.9931
H 2.7351 -0.6617 -3.5365
H 1.3117 0.0004 -2.7941
H 1.4879 2.5473 -2.1829
H 1.9082 3.5379 -3.5673
H 4.0733 3.9462 -2.7518
H 4.1158 2.4946 -1.7561
H 3.1761 4.4162 0.9339
H 3.9779 2.9381 0.3840
H 5.8357 4.1704 -0.5759
H 4.8968 5.6708 -0.6056
H 5.4985 5.0313 0.9304
H -0.1302 2.7097 -4.0980
H -0.0810 1.1454 -3.2910
H -1.6962 0.4909 -4.7395
H -1.2404 0.1188 -7.1129
H 0.1363 -0.4675 -6.1579
H 0.2563 1.0764 -7.0160
H 2.6330 0.8784 -6.4299
H 3.6003 -0.3696 -5.6807
H 5.6329 1.2150 -6.5744
H 4.8176 0.0740 -7.6366
H 4.4667 2.8509 -7.5092
H 4.7197 -0.6953 -3.8713
H 6.0537 -0.1787 -4.9123
H 6.3842 0.6044 -2.2084
H 5.4222 -1.7698 -1.9390
H 7.0556 -1.4289 -1.3272
H 6.8532 -2.2193 -2.8849
O -4.9424 4.1865 1.7592
C -4.2054 3.3087 1.3663
C -3.6033 2.3230 2.3134
C -3.9196 2.4110 3.6639
C -3.3832 1.5026 4.5608
C -2.5265 0.5019 4.1149
C -2.2044 0.4122 2.7717
C -2.7416 1.3201 1.8666
C -2.3769 1.2032 0.4263
O -1.6067 0.3494 0.0392
C -3.0008 2.1686 -0.5222
C -2.7033 2.0611 -1.8741
C -3.2626 2.9409 -2.7844
C -4.1365 3.9299 -2.3446
C -4.4379 4.0442 -0.9973
C -3.8708 3.1658 -0.0801
H -4.5883 3.1955 3.9906
H -3.6329 1.5719 5.6115
H -2.1118 -0.2097 4.8175
H -1.5382 -0.3563 2.4038
H -2.0314 1.2778 -2.1966
H -3.0235 2.8528 -3.8361
H -4.5785 4.6151 -3.0559
H -5.1099 4.8103 -0.6355
O -6.3271 -3.7065 8.4528
C -5.4935 -3.8074 7.5793
C -4.2927 -2.9219 7.5500
C -4.1265 -1.9824 8.5607
C -3.0173 -1.1540 8.5584
C -2.0685 -1.2594 7.5469
C -2.2303 -2.1915 6.5362
C -3.3420 -3.0260 6.5341
C -3.4974 -4.0143 5.4275
O -2.6899 -4.0756 4.5257
C -4.6840 -4.9164 5.4698
C -4.8411 -5.8661 4.4672
C -5.9319 -6.7179 4.4878
C -6.8716 -6.6251 5.5088
C -6.7216 -5.6794 6.5086
C -5.6279 -4.8221 6.4937
H -4.8753 -1.9173 9.3382
H -2.8889 -0.4237 9.3465
H -1.2006 -0.6128 7.5499
H -1.5055 -2.2889 5.7392
H -4.0991 -5.9218 3.6825
H -6.0530 -7.4571 3.7068
H -7.7228 -7.2930 5.5227
H -7.4427 -5.5885 7.3092
*
```